Below is a cluster of 6 separate species, C3H18N2O6S in total in a non-equilibrium geometry, with properties calculated with wB97M-V/def2-TZVPD.

Computed properties:
Net charge: +1
LUMO energy (alpha / beta) in eV: -2.9 / -7.8
Kohn-Sham gap (alpha / beta) in eV: 10.3 / 5.4
HOMO level (alpha / beta) in eV: -13.263 / -13.192
Multiplicity: 2

Each line ends with the Löwdin charge.
Atoms and positions in Å:
N  0.446  0.477  0.022  0.1818
C  -0.863  0.460  0.442  -0.3286
C  -1.514  1.828  0.628  -0.5050
S  -0.715  2.822  1.900  0.7888
C  -1.759  -0.347  -0.658  -0.4165
N  -1.183  -1.429  -1.185  0.2206
O  -2.878  0.021  -0.855  0.2050
H  0.774  1.373  -0.373  0.0979
H  1.088  0.086  0.733  0.1086
H  -0.954  -0.173  1.313  0.1456
H  -2.587  1.690  0.825  0.1006
H  -1.461  2.411  -0.291  0.0938
H  -0.891  1.970  2.921  -0.1126
H  -0.164  -1.566  -1.211  0.0699
H  -1.707  -1.874  -1.927  0.1495
H  1.223  3.721  -0.611  0.0490
H  2.534  3.392  -1.340  0.0677
O  1.615  3.129  -1.264  -0.0423
H  1.619  1.228  -2.539  0.0345
H  0.681  0.044  -2.273  -0.0163
O  1.393  0.328  -2.845  -0.0356
H  1.846  -1.654  -0.274  0.0314
H  2.094  -1.374  -1.783  0.0373
O  1.668  -1.986  -1.176  -0.0506
H  0.507  -1.994  1.966  0.0172
H  2.002  -1.960  2.325  0.0850
O  1.291  -1.393  1.977  -0.0709
H  -1.728  -3.079  2.562  0.0749
H  -1.383  -3.106  1.053  0.0527
O  -0.994  -3.046  1.938  -0.0333

Below is a structure of composition C25H32FNiO2 in a non-equilibrium geometry, with properties calculated with wB97M-V/def2-TZVPD.

Computed properties:
Net charge: -1
LUMO energy (alpha / beta) in eV: 2.6 / 2.6
Kohn-Sham gap (alpha / beta) in eV: 5.0 / 6.7
HOMO level (alpha / beta) in eV: -2.382 / -4.091
Multiplicity: 3
Energy relative to the best compared isomer or geometry (same formula, charge and spin) in kJ/mol: 53.5

Each line ends with the Löwdin charge.
Atoms and positions in Å:
O  0.056  -2.191  -1.423  -0.1091
C  -0.241  -3.443  -0.656  -0.1411
C  -0.639  -4.257  -1.868  -0.0824
H  -1.087  -3.355  0.033  0.0858
H  0.680  -3.756  -0.130  0.1340
C  -0.099  -3.018  -2.615  -0.5906
H  -1.730  -4.316  -1.944  0.1168
H  -0.125  -5.209  -1.974  0.1119
C  -1.163  -2.532  -3.574  -0.0236
H  -2.031  -2.106  -3.049  0.0964
H  -1.499  -3.415  -4.141  0.0892
H  -0.742  -1.814  -4.283  0.0816
C  1.221  -3.324  -3.287  -0.0217
H  1.912  -3.836  -2.606  0.0904
H  1.663  -2.416  -3.716  0.0888
H  1.011  -4.020  -4.107  0.0862
Ni  0.914  1.881  -0.096  0.3753
C  3.661  2.433  0.218  -0.1272
C  2.458  2.464  1.018  -0.2269
C  2.021  1.070  1.207  -0.2705
H  2.197  3.259  1.721  0.0903
C  2.976  0.236  0.480  -0.1124
C  3.924  1.079  -0.133  -0.1764
H  4.759  0.745  -0.751  0.0721
H  4.258  3.308  -0.029  0.0822
H  1.430  0.750  2.051  0.0840
H  2.986  -0.857  0.535  0.0821
C  0.978  3.390  -1.495  -0.1519
C  1.586  2.219  -2.061  -0.1724
C  0.610  1.190  -2.109  -0.1283
H  2.577  2.192  -2.494  0.0985
C  -0.580  1.677  -1.492  -0.1763
C  -0.363  3.047  -1.149  -0.1945
H  -1.119  3.734  -0.805  0.1046
H  1.422  4.378  -1.384  0.1090
H  0.695  0.230  -2.609  0.0930
H  -1.534  1.163  -1.440  0.0909
O  -2.798  -1.956  0.526  -0.1613
C  -1.793  -0.922  0.335  -0.1820
C  -0.601  -1.157  1.290  -0.1813
H  -2.267  0.054  0.528  0.1045
H  -1.501  -0.903  -0.727  0.0906
C  -1.116  -2.156  2.309  -0.1509
H  -0.331  -0.261  1.841  0.0511
H  0.302  -1.451  0.740  0.0987
C  -2.511  -2.589  1.792  -0.2089
H  -1.282  -1.606  3.254  0.1111
H  -0.430  -3.012  2.440  0.1102
H  -3.346  -2.369  2.474  0.1084
H  -2.540  -3.689  1.636  0.1059
F  -2.147  4.104  4.995  -0.0100
C  -1.664  3.651  3.788  -0.2966
C  -1.964  2.354  3.409  -0.0315
C  -1.285  1.825  2.303  -0.1240
C  -0.393  2.586  1.583  -0.1444
C  -0.212  3.914  1.898  -0.1419
C  -0.829  4.468  3.035  -0.0326
H  -2.646  1.709  3.955  0.1008
H  -1.533  0.796  2.097  0.0410
H  0.469  4.538  1.324  0.0876
H  -0.623  5.491  3.331  0.0977

Below is a structure of composition CH8N3 in a non-equilibrium geometry, with properties calculated with wB97M-V/def2-TZVPD.

Computed properties:
Net charge: +1
LUMO energy in eV: -3.3
Kohn-Sham gap in eV: 11.5
HOMO level in eV: -14.767
Multiplicity: 1
Energy relative to the best compared isomer or geometry (same formula, charge and spin) in kJ/mol: 82.3

Each line ends with the Löwdin charge.
Atoms and positions in Å:
N  -1.640  -0.598  0.764  0.1711
H  -1.978  -1.276  0.050  0.1428
H  -1.999  -0.878  1.657  0.1091
H  -0.417  -0.477  0.704  0.0417
H  -1.974  0.304  0.547  0.0832
N  0.784  1.201  -1.153  0.1288
C  1.446  0.351  -0.352  -0.2157
N  0.862  -0.610  0.363  0.0686
H  -0.224  1.245  -1.078  0.1031
H  1.092  1.428  -2.085  0.1247
H  2.541  0.389  -0.406  0.1466
H  1.508  -1.079  0.989  0.0961

Below is a structure of composition C3H9NO in a non-equilibrium geometry, with properties calculated with wB97M-V/def2-TZVPD.

Computed properties:
Net charge: 0
LUMO energy in eV: -3.6
Kohn-Sham gap in eV: 4.5
HOMO level in eV: -8.157
Multiplicity: 1
Energy relative to the best compared isomer or geometry (same formula, charge and spin) in kJ/mol: 915.0

Each line ends with the Löwdin charge.
Atoms and positions in Å:
C  0.789  0.408  -0.346  0.0959
C  -0.362  -0.104  -0.003  -0.1337
C  -1.116  0.769  0.959  -0.0508
O  -2.797  -1.225  1.070  -0.3250
N  2.701  -0.393  -1.682  0.0115
H  1.702  0.034  -1.141  -0.0377
H  1.295  1.050  0.382  0.1209
H  -0.872  -1.024  -0.265  0.1157
H  -2.081  0.165  1.136  0.0415
H  -1.385  1.738  0.536  0.0985
H  -0.557  0.880  1.889  0.0940
H  -3.665  -1.453  1.409  -0.0606
H  2.839  -1.028  -2.460  0.0190
H  3.510  0.183  -1.483  0.0108

Below is a cluster of 2 separate species, C2H10NO in total in a non-equilibrium geometry, with properties calculated with wB97M-V/def2-TZVPD.

Computed properties:
Net charge: +2
LUMO energy (alpha / beta) in eV: -8.3 / -15.6
Kohn-Sham gap (alpha / beta) in eV: 14.5 / 6.9
HOMO level (alpha / beta) in eV: -22.735 / -22.562
Multiplicity: 2
Energy relative to the best compared isomer or geometry (same formula, charge and spin) in kJ/mol: 97.6

Each line ends with the Löwdin charge.
Atoms and positions in Å:
N  0.120  1.762  -1.023  0.3095
H  -0.808  2.147  -0.823  0.1645
H  0.032  0.690  -0.923  0.0848
H  0.398  2.051  -1.980  0.1819
H  0.779  2.265  -0.396  0.1797
C  -0.687  -1.065  0.415  -0.0517
O  -0.331  -0.848  -1.026  0.1728
C  0.580  -0.745  1.301  0.0587
H  -1.510  -0.380  0.626  0.1619
H  -1.069  -2.088  0.611  0.1753
H  -0.187  -1.803  -1.265  0.2132
H  1.254  -0.293  0.583  0.0784
H  0.282  -0.105  2.151  0.1353
H  1.147  -1.589  1.748  0.1357

Below is a cluster of 2 separate species, C4H12 in total in a non-equilibrium geometry, with properties calculated with wB97M-V/def2-TZVPD.

Computed properties:
Net charge: 0
SMILES: CC.CC
LUMO energy in eV: 1.1
Kohn-Sham gap in eV: 12.2
HOMO level in eV: -11.132
Multiplicity: 1
Energy relative to the best compared isomer or geometry (same formula, charge and spin) in kJ/mol: 156.0

Each line ends with the Löwdin charge.
Atoms and positions in Å:
C  1.923  -0.334  0.628  -0.1658
C  1.091  -0.995  1.765  -0.1773
H  2.153  -0.831  -0.263  0.0393
H  1.376  0.430  0.072  0.0229
H  2.704  0.044  1.354  0.0874
H  1.235  -0.447  2.770  0.0816
H  -0.028  -1.092  1.620  0.0674
H  1.600  -1.922  1.987  0.0436
C  -2.169  0.268  -1.026  -0.1546
C  -0.883  1.095  -1.411  -0.1585
H  -2.359  0.377  0.000  0.0254
H  -3.014  0.560  -1.661  0.0555
H  -1.754  -0.822  -1.184  0.1018
H  -0.165  0.551  -0.845  -0.0063
H  -0.981  2.199  -1.227  0.0883
H  -0.538  0.747  -2.358  0.0492

Below is a cluster of 2 separate species, C3H11NSi in total in a non-equilibrium geometry, with properties calculated with wB97M-V/def2-TZVPD.

Computed properties:
Net charge: 0
LUMO energy in eV: 1.1
Kohn-Sham gap in eV: 8.9
HOMO level in eV: -7.860
Multiplicity: 1
Energy relative to the best compared isomer or geometry (same formula, charge and spin) in kJ/mol: 269.0

Each line ends with the Löwdin charge.
Atoms and positions in Å:
C  -0.436  -0.318  -1.970  -0.1697
C  -0.955  0.724  -1.082  -0.0936
C  0.672  1.043  0.276  -0.1741
N  1.143  -0.166  0.870  -0.2763
Si  0.254  -0.909  2.204  0.5852
H  0.415  -0.085  -2.444  0.0401
H  -0.219  -1.132  -1.374  0.0352
H  -1.072  -0.782  -2.660  0.0627
H  -1.719  0.550  -0.409  0.0249
H  -0.899  1.716  -1.537  0.0663
H  1.328  1.518  -0.393  0.0449
H  0.433  1.822  1.006  0.0681
H  1.271  -0.854  0.146  0.0363
H  0.723  -2.268  2.435  -0.0821
H  -1.044  -1.035  1.684  -0.1099
H  0.103  0.176  3.249  -0.0579

Below is a structure of composition C33H24Cl8InN2O2 in a non-equilibrium geometry, with properties calculated with wB97M-V/def2-TZVPD.

Computed properties:
Net charge: -1
LUMO energy in eV: 1.8
Kohn-Sham gap in eV: 5.5
HOMO level in eV: -3.700
Multiplicity: 1
Energy relative to the best compared isomer or geometry (same formula, charge and spin) in kJ/mol: 16.8

Each line ends with the Löwdin charge.
Atoms and positions in Å:
In  0.273  0.011  -0.275  0.9150
Cl  1.379  4.905  5.077  0.6757
C  0.816  3.497  4.348  -0.7556
C  -0.576  3.394  4.057  -0.1099
C  -1.032  2.485  3.140  -0.0013
C  -0.179  1.533  2.474  -0.3548
O  -0.677  0.654  1.656  -0.1403
C  1.161  1.526  2.897  -0.1279
C  2.045  0.498  2.428  -0.0909
N  1.660  -0.495  1.755  0.0703
C  2.579  -1.507  1.509  -0.2579
C  3.323  -2.005  2.535  -0.0519
C  4.178  -3.133  2.342  -0.0996
C  4.369  -3.685  1.138  -0.0531
C  3.621  -3.160  0.007  -0.1444
C  3.666  -3.804  -1.253  -0.0036
C  2.873  -3.271  -2.242  -0.0351
C  2.127  -2.120  -1.999  -0.1105
N  2.135  -1.556  -0.835  0.0815
C  2.809  -2.038  0.175  -0.1968
C  1.632  2.626  3.711  -0.0723
H  -1.383  4.086  4.442  0.1220
H  -2.089  2.532  2.946  0.1104
H  3.132  0.554  2.716  0.1495
H  3.149  -1.588  3.540  0.1244
H  4.753  -3.512  3.230  0.1195
H  5.000  -4.573  0.981  0.1148
H  4.172  -4.714  -1.454  0.1033
H  2.986  -3.779  -3.265  0.1345
H  1.630  -1.617  -2.775  0.0791
H  2.712  2.753  3.820  0.1103
Cl  -1.198  -3.235  -3.682  0.4947
C  -0.812  -1.686  -4.480  -0.9565
Cl  -1.495  -1.750  -6.180  0.4242
H  0.219  -1.478  -4.533  -0.0088
H  -1.289  -0.902  -3.847  0.0095
Cl  -4.210  -3.207  4.551  0.5505
C  -3.066  -2.840  3.196  -0.6418
C  -1.829  -3.455  3.082  -0.6953
Cl  -1.393  -4.625  4.291  0.6414
C  -0.990  -3.125  2.009  -0.5355
Cl  0.616  -3.855  1.912  0.7510
C  -1.356  -2.167  1.042  -0.4612
O  -0.595  -1.936  0.023  -0.1956
C  -2.690  -1.572  1.176  -0.6206
Cl  -3.208  -0.648  -0.167  0.7845
C  -3.497  -1.965  2.174  -0.7253
Cl  -5.153  -1.527  2.165  0.6731
C  0.346  2.964  -3.483  -0.0774
C  -0.096  2.440  -2.136  -0.6667
C  0.406  3.307  -1.014  -0.0895
C  0.368  1.006  -2.118  -0.2319
C  -1.630  2.379  -2.166  -0.2061
C  -2.420  3.069  -1.333  -0.0472
C  -3.817  2.915  -1.351  -0.0910
C  -4.394  2.120  -2.297  -0.1516
C  -3.620  1.400  -3.155  -0.1084
C  -2.243  1.592  -3.183  -0.0300
H  1.429  3.020  -3.546  0.0761
H  0.061  4.014  -3.627  0.0872
H  -0.025  2.386  -4.326  0.0728
H  1.455  3.586  -1.109  0.0841
H  0.228  2.897  -0.048  0.0377
H  -0.072  4.327  -0.917  0.0909
H  1.467  0.956  -2.252  -0.0240
H  -2.001  3.622  -0.464  0.1158
H  -4.509  3.543  -0.829  0.0904
H  -5.470  1.992  -2.453  0.1042
H  -4.187  0.821  -3.871  0.0998
H  -1.575  1.118  -3.876  0.0727

no.,molecular weight (g mol⁻¹)
1,210.252
2,442.220
3,62.096
4,75.111
5,64.108
6,60.140
7,89.214
8,879.009